The following is a quantum chemistry calculation of 12 unconnected molecules or ions with the total composition C5H35N2O12 in a non-equilibrium geometry, from OMol25.

Structure (ORCA input):
```
! wB97M-V def2-TZVPD RIJCOSX def2/J DEFGRID3
* xyz 0 2
N -0.24092 -0.70886 1.65245
C 0.54998 -0.56266 0.36153
C -0.44859 -0.02019 -0.67453
N -0.13462 1.37173 -0.81121
C -1.18567 2.19280 -1.35558
C 1.15004 1.54483 -1.46949
C 1.75271 2.92062 -1.13159
O 2.51731 2.95313 -0.11532
H 0.35672 -0.35884 2.42727
H -0.45909 -1.67555 1.90454
H -1.12431 -0.20671 1.77273
H 1.32741 0.14001 0.71050
H 0.90122 -1.58875 0.17392
H -0.39721 -0.50851 -1.68936
H -1.47186 -0.22047 -0.39261
H -2.11764 2.12097 -0.78042
H -1.35883 1.99761 -2.42193
H -0.92394 3.26119 -1.25677
H 1.06417 1.32071 -2.50484
H 1.96095 0.80974 -1.23290
H 1.67689 3.78998 -1.82703
H -0.84517 -3.50913 0.97991
H -2.05467 -3.59235 1.85499
O -1.11083 -3.39329 1.91667
H -2.75776 -3.14810 -0.84588
H -3.33269 -2.02148 -0.06372
O -3.33240 -2.99202 -0.07973
H -0.16897 2.90981 1.23244
H -0.37173 4.25745 2.04953
O -0.48565 3.30357 2.06791
H 0.59152 2.04223 2.79925
H 1.77963 1.55745 1.97165
O 1.31972 1.38682 2.81054
H 4.15398 0.63009 1.67563
H 3.62028 1.53388 0.40788
O 3.58216 0.67763 0.90831
H 1.19387 -1.36640 -3.43576
H 1.80398 -2.50356 -2.75098
O 0.93997 -2.26801 -3.12882
H -3.25965 0.92895 2.18871
H -4.39018 0.37394 1.34715
O -3.42346 0.41042 1.36223
H 2.82480 -1.53539 -0.24434
H 3.43167 -2.91053 -0.37331
O 2.70409 -2.38552 -0.72690
H 0.10208 -3.67235 -1.23817
H -0.59428 -4.95688 -0.57622
O -0.65456 -4.01418 -0.74364
H -1.55442 2.16259 2.98756
H -1.95056 1.32687 4.23040
O -1.98305 1.32553 3.26838
H 0.41618 0.61043 -5.10946
H -0.21504 0.07257 -3.80998
O 0.62647 0.18613 -4.27159
*
```

For the gap between HOMO and LUMO (spin up / spin down), the calculation gives 3.7 / 7.1 eV. The HOMO energy (spin up / spin down) is -3.6091 / -6.9525 eV. The electronic energy is -1223.782322 a.u. As for the expectation value of S²: 0.753.